[1]
The following is a quantum chemistry calculation of a 9-piece molecular cluster, C27H47F4N5O17 overall, from OMol25.

Last column: Löwdin charge in e.
Atoms and positions in Å:
C 0.901 -1.248 -0.146  0.02
C -0.181 -0.247 0.239  -0.50
O -0.378 -0.005 1.422  0.00
N -0.825 0.326 -0.801  0.09
C -1.895 1.359 -0.514  -0.02
H 0.710 -2.217 0.316  0.08
H 1.763 -1.004 0.475  0.08
H 1.206 -1.324 -1.190  0.06
H -0.733 -0.033 -1.740  0.11
H -2.646 0.893 0.123  0.05
H -2.374 1.880 -1.343  0.09
H -1.560 2.186 0.112  0.07
C 4.609 -5.183 -0.208  0.02
C 3.228 -4.762 0.306  -0.53
O 2.983 -3.560 0.437  0.00
N 2.375 -5.745 0.614  0.01
C 1.082 -5.500 1.160  -0.08
H 5.121 -5.542 0.685  0.09
H 5.184 -4.437 -0.757  0.08
H 4.399 -5.999 -0.900  0.08
H 2.713 -6.678 0.425  0.15
H 1.263 -4.691 1.867  0.08
H 0.680 -6.243 1.848  0.09
H 0.311 -5.164 0.467  0.09
C 3.031 -2.198 -3.022  0.01
C 3.795 -0.976 -2.567  -0.57
O 3.981 -0.031 -3.335  0.02
N 4.231 -1.033 -1.308  0.03
C 5.114 -0.048 -0.736  -0.05
H 2.179 -1.947 -3.655  0.07
H 2.841 -2.882 -2.195  0.06
H 3.761 -2.719 -3.642  0.09
H 3.808 -1.708 -0.686  0.09
H 5.101 -0.099 0.352  0.08
H 4.814 0.937 -1.093  0.08
H 6.147 -0.123 -1.075  0.09
C 0.663 3.833 1.303  0.01
C -0.199 4.989 1.848  -0.56
O -1.426 5.024 1.740  0.01
N 0.455 5.996 2.355  0.01
C 0.021 7.311 2.767  -0.05
H 1.638 3.780 1.788  0.07
H 1.008 4.092 0.302  0.09
H 0.321 2.813 1.475  0.05
H 1.446 5.824 2.447  0.14
H -1.053 7.477 2.678  0.09
H 0.454 8.017 2.059  0.09
H 0.439 7.628 3.722  0.09
C -2.835 -1.781 3.410  0.04
C -3.402 -0.383 3.711  -0.42
O -4.476 -0.190 4.226  0.22
N -2.601 0.596 3.144  0.22
C -2.958 1.992 3.170  0.05
H -3.538 -2.272 2.737  0.09
H -2.759 -2.411 4.296  0.10
H -1.880 -1.774 2.884  0.07
H -1.800 0.289 2.611  0.09
H -3.471 2.274 4.089  0.13
H -3.679 2.145 2.368  0.14
H -2.130 2.666 2.952  0.10
C -5.635 0.170 -1.247  -0.05
C -5.119 -1.057 -0.377  -0.26
O -6.346 -1.481 0.141  0.19
C -7.240 -0.571 0.092  -0.62
O -8.355 -0.525 0.561  0.17
O -6.829 0.435 -0.638  0.09
F -4.207 -0.768 0.561  0.06
H -6.047 -0.173 -2.197  0.15
H -4.927 0.974 -1.452  0.14
H -4.632 -1.777 -1.034  0.16
C -0.827 -1.408 -4.666  -0.07
C -1.499 -2.239 -3.622  -0.36
O -2.588 -1.427 -3.298  0.16
C -2.869 -0.579 -4.243  -0.58
O -3.837 0.123 -4.371  0.18
O -1.877 -0.597 -5.151  0.10
F -0.666 -2.288 -2.643  0.12
H -0.433 -2.006 -5.487  0.15
H 0.051 -0.913 -4.251  0.11
H -1.733 -3.227 -4.017  0.19
C 1.090 1.655 -3.693  -0.08
C 1.971 2.845 -3.875  -0.28
O 1.163 3.810 -3.200  0.13
C -0.088 3.326 -2.854  -0.53
O -0.990 3.969 -2.285  0.12
O -0.214 2.149 -3.339  0.10
F 1.915 3.000 -5.217  0.08
H 1.564 1.163 -2.843  0.12
H 1.200 0.950 -4.517  0.14
H 2.961 2.657 -3.461  0.17
C 1.730 -0.765 4.025  -0.04
C 1.438 0.659 4.479  -0.43
O 2.044 1.448 3.520  0.12
C 2.979 0.682 2.834  -0.52
O 3.762 1.200 2.106  0.18
O 2.807 -0.621 3.097  0.08
F 1.906 0.811 5.654  0.16
H 0.961 -1.350 3.520  0.12
H 2.064 -1.324 4.899  0.14
H 0.376 0.903 4.473  0.16

Its spin multiplicity is 2. As for the net charge: +1. Its expectation value of S² is 0.7708. As for the HOMO energy (spin up / spin down): -11.63 / -11.63 eV.

[2]
The following is a quantum chemistry calculation of a 8-piece molecular cluster, C27H47N5O5 overall, from OMol25.

Last column: Löwdin charge in e.
Atoms and positions in Å:
C -5.478 -1.456 2.435  -0.10
C -4.929 -0.632 3.435  -0.12
C -5.177 -1.226 4.643  -0.18
N -5.891 -2.303 4.420  -0.01
C -6.024 -2.537 3.099  -0.14
H -5.257 -1.280 1.393  0.09
H -4.299 0.246 3.430  0.09
H -4.936 -0.941 5.657  0.11
H -6.210 -2.866 5.196  0.16
H -6.451 -3.465 2.750  0.11
C -5.349 -1.495 -5.423  -0.09
C -6.583 -1.506 -4.663  -0.13
C -7.598 -1.466 -5.520  -0.16
N -7.090 -1.056 -6.726  0.00
C -5.741 -1.229 -6.703  -0.16
H -4.360 -1.653 -5.019  0.09
H -6.751 -1.586 -3.599  0.09
H -8.650 -1.600 -5.316  0.11
H -7.567 -0.796 -7.578  0.15
H -5.266 -1.185 -7.672  0.11
C -6.234 6.689 -1.426  -0.11
C -5.118 6.035 -2.002  -0.11
C -4.487 5.379 -0.953  -0.17
N -5.350 5.219 0.058  0.00
C -6.392 6.112 -0.179  -0.14
H -6.827 7.477 -1.867  0.09
H -4.780 6.156 -3.021  0.09
H -3.622 4.734 -0.908  0.10
H -5.250 4.686 0.910  0.15
H -7.137 6.327 0.573  0.10
C 4.459 4.889 3.386  -0.05
N 4.648 6.014 4.285  -0.02
C 5.807 6.516 4.685  -0.54
C 5.764 7.748 5.520  0.00
O 6.900 5.859 4.558  -0.03
H 4.293 3.990 3.979  0.08
H 5.399 4.827 2.838  0.09
H 3.535 5.139 2.864  0.08
H 3.784 6.451 4.572  0.13
H 4.721 8.055 5.603  0.07
H 6.390 8.574 5.183  0.09
H 6.196 7.319 6.424  0.09
C 9.648 0.724 -2.296  -0.08
N 8.376 1.249 -2.583  -0.02
C 7.364 1.461 -1.778  -0.62
C 6.126 1.958 -2.443  0.00
O 7.410 1.264 -0.596  0.07
H 9.887 0.409 -3.311  0.09
H 9.759 -0.229 -1.779  0.09
H 10.377 1.442 -1.922  0.09
H 8.260 1.589 -3.527  0.14
H 5.413 2.461 -1.791  0.09
H 5.583 1.163 -2.956  0.09
H 6.444 2.672 -3.203  0.08
C 4.020 -3.386 -2.501  -0.03
C 3.195 -3.689 -3.722  -0.46
C 3.074 -5.100 -4.157  -0.04
O 2.583 -2.792 -4.372  0.02
H 3.675 -2.473 -2.016  0.08
H 5.087 -3.236 -2.663  0.09
H 3.948 -4.173 -1.750  0.08
H 2.465 -5.738 -3.517  0.09
H 4.098 -5.464 -4.245  0.09
H 2.663 -5.235 -5.157  0.08
C 0.237 0.166 0.345  -0.02
C 0.290 -1.164 1.255  -0.38
C 0.701 -0.958 2.735  -0.04
O -0.079 -2.310 0.847  0.00
H 1.127 0.795 0.347  0.07
H -0.404 0.903 0.828  0.06
H -0.191 -0.222 -0.580  0.07
H 1.731 -0.620 2.844  0.08
H 0.461 -1.850 3.313  0.07
H 0.001 -0.226 3.139  0.07
C -3.089 -7.212 1.554  -0.02
C -1.843 -7.833 2.129  -0.46
C -1.072 -7.175 3.275  -0.03
O -1.462 -8.962 1.773  0.03
H -3.739 -7.996 1.167  0.08
H -2.864 -6.445 0.813  0.09
H -3.663 -6.807 2.388  0.08
H -1.055 -6.093 3.142  0.08
H -0.064 -7.546 3.456  0.08
H -1.574 -7.485 4.192  0.08

As for the HOMO energy: -8.13 eV. The SMILES is c1cc[nH]c1.c1cc[nH]c1.c1cc[nH]c1.CNC(C)=O.CNC(C)=O.CC(C)=O.CC(C)=O.CC(C)=O.

[3]
The following is a quantum chemistry calculation of C27H47O5SiTi as an isolated structure, from OMol25.

Last column: Löwdin charge in e.
Atoms and positions in Å:
Ti 0.284 0.653 -2.047  0.79
C 2.101 0.851 -0.566  -0.20
C 2.575 0.019 -1.604  -0.18
C 2.615 0.772 -2.784  -0.21
H 2.797 -1.028 -1.510  0.09
C 2.156 2.073 -2.501  -0.19
C 1.870 2.127 -1.118  -0.19
H 1.529 2.991 -0.578  0.10
H 1.942 0.555 0.456  0.07
H 2.895 0.400 -3.754  0.09
H 2.062 2.885 -3.203  0.09
C -1.867 0.731 -0.960  -0.20
C -1.170 1.884 -0.575  -0.18
C -0.951 2.668 -1.733  -0.18
H -0.839 2.118 0.423  0.09
C -1.497 1.987 -2.833  -0.21
C -2.058 0.778 -2.353  -0.20
H -2.503 0.000 -2.946  0.08
H -2.128 -0.092 -0.321  0.08
H -0.446 3.617 -1.772  0.10
H -1.507 2.345 -3.847  0.07
O 0.201 -0.331 -4.045  -0.24
C 0.085 0.027 -5.486  -0.52
C 0.775 -1.296 -5.853  -0.08
C 0.834 1.290 -5.812  -0.01
C -1.367 0.082 -5.893  -0.02
C 0.689 -1.665 -4.379  -0.13
H 1.790 -1.166 -6.219  0.11
H 0.222 -1.932 -6.537  0.10
H -0.046 -2.415 -4.109  0.12
H 1.620 -1.883 -3.866  0.11
H 0.820 1.456 -6.889  0.09
H 1.870 1.234 -5.491  0.07
H 0.375 2.150 -5.331  0.08
H -1.465 -0.195 -6.942  0.08
H -1.783 1.078 -5.769  0.08
H -1.960 -0.612 -5.301  0.09
C 0.209 2.446 3.222  -0.02
C 1.262 1.334 3.086  -0.74
C 2.556 1.971 2.538  -0.03
C 1.565 0.774 4.481  -0.04
O 0.862 0.385 2.301  -0.06
Si -0.150 -0.550 1.409  0.16
O 0.109 -0.471 -0.290  -0.41
O 0.025 -2.063 1.915  -0.04
C 0.730 -2.941 2.524  -0.76
C 2.213 -2.780 2.139  -0.01
C 0.572 -2.796 4.048  -0.02
C 0.237 -4.336 2.116  -0.03
O -1.633 -0.058 1.826  -0.07
C -2.743 -0.083 2.467  -0.75
C -3.704 -1.096 1.818  -0.02
C -2.507 -0.473 3.934  -0.01
C -3.386 1.318 2.408  -0.02
H 0.579 3.255 3.891  0.09
H -0.714 2.050 3.670  0.06
H -0.017 2.916 2.247  0.09
H 3.348 1.204 2.402  0.10
H 2.375 2.485 1.575  0.07
H 2.942 2.748 3.235  0.08
H 0.646 0.355 4.941  0.08
H 2.350 -0.008 4.425  0.09
H 1.936 1.579 5.154  0.09
H 2.587 -1.775 2.432  0.08
H 2.836 -3.543 2.654  0.08
H 2.344 -2.895 1.042  0.10
H -0.479 -2.950 4.361  0.08
H 1.194 -3.544 4.584  0.09
H 0.892 -1.798 4.382  0.06
H -0.834 -4.458 2.391  0.09
H 0.337 -4.481 1.020  0.09
H 0.823 -5.124 2.637  0.08
H -3.257 -2.114 1.821  0.09
H -4.665 -1.127 2.376  0.08
H -3.939 -0.813 0.771  0.09
H -1.804 0.223 4.432  0.08
H -3.463 -0.463 4.500  0.09
H -2.092 -1.495 3.990  0.07
H -2.740 2.087 2.870  0.07
H -3.569 1.623 1.356  0.09
H -4.357 1.329 2.947  0.08

As for the net charge: -1. As for the HOMO energy (spin up / spin down): -0.61 / -0.65 eV.